# 1
6
Properties=species:S:1:pos:R:3:forces:R:3:mulliken_charge:R:1 method="wB97M-V/def2-TZVPD" charge=-1 multiplicity=1 de_lowest_kcal_mol=5.5 gap_ha=0.2191 homo_energy_ha=-0.08137 fmax_ev_per_a=1.30
S -0.9266 0.2973 -2.0064 0.3 -0.8 -1.0 -0.2923
O 1.5060 -0.9000 1.5530 0.2 -0.1 -0.4 -0.6608
H -1.2674 1.3931 -2.6769 -0.1 0.4 -0.2 0.0515
H 0.8961 -0.6219 0.8244 0.0 0.0 1.1 0.3010
S -1.2363 0.8186 -0.0840 -0.1 0.2 1.2 -0.6985
H 1.0282 -0.9871 2.3899 -0.3 0.3 -0.8 0.2990



# 2
5
Properties=species:S:1:pos:R:3:forces:R:3:mulliken_charge:R:1 method="wB97M-V/def2-TZVPD" charge=0 multiplicity=1 de_lowest_kcal_mol=73.1 gap_ha="0.3234 / 0.2421" homo_energy_ha="-0.37530 / -0.33707" fmax_ev_per_a=1.77
P -1.6772 -0.3302 -0.0271 -0.2 -1.1 1.3 0.0699
H 1.8016 0.4759 0.9607 -0.6 1.4 0.9 0.1538
H -2.1085 0.5228 -0.9984 0.0 0.9 -1.0 0.0376
H -0.2992 -0.1646 -0.2194 0.2 0.3 -0.3 -0.1107
S 2.2833 -0.5039 0.2842 0.7 -1.3 -0.9 -0.1506



# 3
5
Properties=species:S:1:pos:R:3:forces:R:3:mulliken_charge:R:1 method="wB97M-V/def2-TZVPD" charge=0 multiplicity=1 de_lowest_kcal_mol=33.4 gap_ha=0.2719 homo_energy_ha=-0.33124 fmax_ev_per_a=1.40
H 1.4304 0.0008 0.7842 0.9 0.6 0.8 -0.1989
H 1.9539 0.3617 1.2434 -0.9 -0.6 -0.8 0.1978
S -2.1081 0.4472 0.2409 0.3 -0.4 -0.3 -0.1696
P -1.1285 -0.8270 -0.8381 -0.5 0.3 0.4 0.0908
H -0.1476 0.0172 -1.4305 0.1 0.1 -0.1 0.0800



# 4
6
Properties=species:S:1:pos:R:3:forces:R:3:mulliken_charge:R:1 method="wB97M-V/def2-TZVPD" charge=0 multiplicity=1 de_lowest_kcal_mol=34.9 smiles="P=S.S" gap_ha=0.2688 homo_energy_ha=-0.33622 fmax_ev_per_a=3.22
H 1.8451 -0.3599 -0.3841 1.6 1.5 1.0 0.1481
S -2.0930 0.9739 0.3695 0.0 -1.7 -0.4 -0.1855
H 1.9798 0.6197 1.4017 1.2 0.0 -1.5 0.1642
H -2.4661 -0.8441 -1.4870 -0.1 0.0 -0.3 0.0828
S 2.8052 0.5536 0.2349 -2.8 -1.5 0.6 -0.3155
P -2.0710 -0.9432 -0.1351 0.1 1.7 0.8 0.1060



# 5
8
Properties=species:S:1:pos:R:3:forces:R:3:mulliken_charge:R:1 method="wB97M-V/def2-TZVPD" charge=0 multiplicity=1 de_lowest_kcal_mol=3.6 smiles="S=P(S)(S)S" gap_ha=0.3290 homo_energy_ha=-0.33528 fmax_ev_per_a=2.27
H -0.4095 0.0872 -2.7539 0.0 1.3 1.9 0.1907
H -0.1256 2.0405 1.9274 0.4 -0.2 -0.4 0.1897
S -0.6298 1.0577 -1.6919 0.0 -1.4 -1.1 -0.2453
H 0.0310 -2.1880 1.1268 -0.3 0.0 -0.6 0.1900
S -0.6400 -1.8873 -0.0294 0.4 1.0 0.7 -0.2523
P 0.3044 0.0805 -0.0435 0.0 -1.0 -0.6 0.4459
S -0.7544 0.8930 1.6090 -0.2 -0.2 0.0 -0.2171
S 2.2240 -0.0836 -0.1447 -0.5 0.4 0.3 -0.3018



# 6
6
Properties=species:S:1:pos:R:3:forces:R:3:mulliken_charge:R:1 method="wB97M-V/def2-TZVPD" charge=-1 multiplicity=1 de_lowest_kcal_mol=1.9 gap_ha=0.2308 homo_energy_ha=-0.09955 fmax_ev_per_a=0.38
S 2.0882 1.3664 -0.3960 0.1 -0.3 0.1 -0.3736
H 2.8405 0.2611 -0.2514 -0.1 0.1 0.0 0.0818
S -1.1902 0.3869 0.2083 -0.1 -0.2 0.1 -0.5934
S -1.1052 -1.7035 0.1728 0.0 0.2 -0.1 -0.3068
H -0.4306 -1.9070 1.3111 0.0 -0.1 0.1 0.0782
H 0.8716 0.7512 0.0006 0.1 0.3 -0.3 0.1137



# 7
6
Properties=species:S:1:pos:R:3:forces:R:3:mulliken_charge:R:1 method="wB97M-V/def2-TZVPD" charge=-1 multiplicity=1 de_lowest_kcal_mol=2.6 gap_ha=0.2290 homo_energy_ha=-0.09739 fmax_ev_per_a=0.38
H 2.8103 -0.7029 -0.0451 0.0 0.0 0.1 0.0705
S 0.6957 0.4133 -1.2508 0.2 0.0 0.0 -0.6162
S 1.4980 -0.8631 0.1981 0.0 0.0 -0.1 -0.2962
S -2.1177 0.4367 0.8517 0.0 0.2 0.0 -0.3367
H -0.8909 0.6432 0.2093 -0.3 -0.1 -0.2 0.0815
H -1.5779 -0.3516 1.7769 0.1 -0.1 0.2 0.0971



# 8
6
Properties=species:S:1:pos:R:3:forces:R:3:mulliken_charge:R:1 method="wB97M-V/def2-TZVPD" charge=0 multiplicity=2 de_lowest_kcal_mol=2.3 gap_ha="0.3475 / 0.2669" homo_energy_ha="-0.33452 / -0.34965" fmax_ev_per_a=0.81
H 1.1385 1.3423 -1.9622 0.0 0.0 0.0 0.1890
S 0.6512 1.7345 -0.7684 -0.1 -0.1 0.0 -0.0429
S -0.8771 0.5012 -0.5843 -0.1 0.6 -0.5 -0.1335
H -0.3905 -0.9336 0.7578 0.3 -0.6 0.4 0.0427
H -0.0470 -2.8252 0.3239 0.0 0.1 0.0 0.1451
S 0.1480 -2.0264 1.3807 0.0 0.0 0.1 -0.2004



# 9
60
Properties=species:S:1:pos:R:3:forces:R:3:mulliken_charge:R:1 method="wB97M-V/def2-TZVPD" charge=0 multiplicity=1 de_lowest_kcal_mol=65.1 gap_ha=0.3306 homo_energy_ha=-0.35498 fmax_ev_per_a=1.34
H -2.3653 2.5216 -3.2612 0.0 0.2 -0.1 0.2713
O -4.0871 -0.0324 0.5833 -0.4 -0.7 0.3 -0.6393
O -3.7112 -2.6406 -0.2733 0.1 -0.5 -0.2 -0.6213
H -2.0815 1.0661 -3.5659 0.5 -0.6 0.0 0.2997
H -1.9424 -1.5423 6.0557 -0.2 -0.2 0.1 0.2983
O 2.0315 -1.1288 -3.9832 0.3 0.1 -0.1 -0.6523
H -0.3592 2.9358 3.9921 0.1 0.3 -0.1 0.2699
H 0.6608 -1.9498 2.3937 -0.3 0.6 0.1 0.4901
O -0.2371 2.0236 4.2550 -0.2 -0.2 -0.2 -0.5593
O -2.7469 1.6462 -3.1958 0.0 0.4 0.1 -0.6878
H -2.5179 -3.9642 -0.6816 -0.3 0.6 0.0 0.4073
H -2.1411 2.3474 -0.3817 -0.1 -0.1 -0.5 0.2335
H 2.8480 2.1446 1.4275 0.2 -0.6 -0.1 0.4897
H -0.8123 -0.0635 0.3513 -0.2 0.1 0.1 0.2873
H 1.3983 0.1951 2.3386 0.5 0.1 -0.3 0.2712
H -0.3905 2.0236 5.1999 0.1 0.0 0.3 0.2696
H -4.8142 0.0439 -1.3447 -0.1 0.0 0.2 0.3244
O -2.1550 1.7580 0.3724 0.4 0.1 0.4 -0.5151
O 3.0369 -3.2167 3.4741 0.5 0.0 0.1 -0.6307
O -4.9899 0.6910 -2.0278 -0.7 -0.1 0.0 -0.6557
O 0.7161 -0.3117 2.7791 0.0 0.3 0.1 -0.5732
H -4.1231 0.9735 -2.3194 0.3 0.2 -0.3 0.3705
H 2.1088 -3.1641 3.2458 -0.5 -0.2 -0.4 0.3317
O 5.1491 2.0803 -1.0990 0.1 -0.5 -0.2 -0.5590
H -3.2157 0.3439 0.7069 0.3 0.5 -0.2 0.3269
O 2.9553 3.9429 -1.4181 0.0 -0.2 0.0 -0.6146
O 0.4113 -2.8146 2.0677 0.1 -1.0 0.1 -0.7060
O -2.7415 -2.2853 -3.4350 -0.3 -0.1 -0.2 -0.5557
O -0.3752 -0.2010 -3.0611 -0.5 0.4 -0.6 -0.5074
O -2.1098 -4.7647 -1.0116 0.4 -0.7 -0.1 -0.6042
H 3.2647 3.2995 0.5418 0.0 0.0 0.0 0.2855
H -2.2831 -1.7874 -2.7581 0.1 0.2 0.1 0.2556
H -1.4948 -4.4626 -1.6800 0.1 0.0 -0.1 0.2707
H 3.2083 4.1099 -2.3261 0.1 0.0 -0.3 0.2973
H 5.8360 2.6661 -1.4173 0.2 0.1 0.0 0.2562
H 2.6414 -1.8638 -3.9207 0.1 -0.4 0.1 0.2723
O 2.6174 0.4413 -1.7540 0.0 0.4 0.6 -0.5936
H 0.6421 0.1310 -0.0213 0.4 0.1 0.0 0.1530
H 2.9570 1.2840 -2.0551 0.2 0.3 0.0 0.2511
H -4.2205 -3.1965 0.3166 -0.2 -0.2 0.1 0.2709
O -1.1659 -1.2705 5.5664 0.2 0.0 0.0 -0.5707
H -1.8759 2.3030 1.1081 0.1 0.1 0.3 0.2576
H 0.4450 -0.4930 -3.4589 0.0 -0.2 -0.1 0.3492
O 3.0757 3.0740 1.4526 -0.1 1.3 0.4 -0.7045
H 0.1710 0.3452 3.2121 -0.2 0.2 0.4 0.2870
H 2.5281 -0.0803 -2.5516 -0.2 -0.5 -0.3 0.3033
H -3.8668 -1.7503 0.0419 0.0 0.7 0.3 0.3764
H 0.2119 -2.6738 1.1421 0.0 0.0 -0.2 0.2898
H 2.3540 -0.6114 -4.7212 0.0 0.2 -0.4 0.3010
O -0.1252 -0.4055 -0.2207 0.0 -0.4 -0.4 -0.5752
H 4.3821 2.6435 -0.9958 -0.2 0.4 0.1 0.2931
O 2.9624 0.5074 0.9804 -0.3 -0.4 0.6 -0.5331
H 3.1437 -2.5911 4.1906 0.0 0.1 0.2 0.2957
H 3.6807 -0.0231 1.3251 0.2 -0.2 0.3 0.2831
H -4.5693 0.2144 1.3724 -0.3 0.0 0.1 0.2506
H 3.0933 0.5015 0.0322 -0.1 -0.2 -0.9 0.3164
H -0.2801 -0.4123 -2.1324 0.0 0.1 0.9 0.3840
H -2.1335 -2.9861 -3.6707 0.1 -0.1 -0.1 0.2720
H -1.3644 -0.3801 5.2764 -0.1 0.2 -0.2 0.2678
H 2.7655 4.8095 -1.0586 -0.1 0.3 0.2 0.2777



# 10
60
Properties=species:S:1:pos:R:3:forces:R:3:mulliken_charge:R:1 method="wB97M-V/def2-TZVPD" charge=0 multiplicity=1 de_lowest_kcal_mol=220.6 gap_ha=0.3739 homo_energy_ha=-0.38510 fmax_ev_per_a=8.78
H -4.2425 2.0729 3.1047 0.9 2.8 3.3 0.2777
H -1.4589 -3.1443 1.7641 -2.2 -3.5 -0.2 0.2404
O -1.7183 3.2509 1.1442 -4.0 4.8 -1.1 -0.5833
H 1.4405 -4.1320 2.4392 -1.3 0.0 -0.3 0.2673
H -5.4142 1.9982 -0.2879 0.5 -1.2 -1.1 0.2956
H 1.0902 2.8019 3.5499 -4.2 -4.7 -2.7 0.3331
H -3.7746 -1.5286 -1.9922 1.8 2.1 2.3 0.3121
O 0.5469 -4.5709 2.3567 3.5 -3.2 3.8 -0.6567
H 0.9836 4.1296 4.3075 -4.8 5.4 2.5 0.2447
H -4.8148 1.2465 -3.3722 3.6 0.2 1.7 0.3907
H -0.5882 -0.1915 -5.1724 3.4 7.0 -0.9 0.2589
O -4.0426 -2.2332 -2.4890 -3.2 -1.5 -2.7 -0.5992
O -5.3513 1.3184 -1.0140 -1.2 0.9 1.7 -0.6234
H 3.7285 -2.2186 2.4754 1.0 -1.4 1.1 0.3121
H 1.3308 -1.5782 -1.6700 -0.7 -2.6 1.5 0.2321
H 4.8527 -3.3892 -1.9188 -0.7 0.9 0.2 0.2961
H 0.7812 4.2037 0.5453 -1.5 1.0 -0.5 0.2858
H 2.1880 4.1627 1.2142 -3.5 -3.1 -1.9 0.3388
O -0.9962 -0.9384 -5.0625 -5.2 -5.1 0.8 -0.4911
O 4.0403 -2.9084 -1.6307 0.1 -2.3 0.2 -0.5955
H -0.2489 -3.2837 -4.3184 0.8 -1.9 -0.4 0.3106
O 3.9937 0.2246 5.0107 -0.6 -0.8 -0.4 -0.6400
H 0.8622 -5.3615 3.0844 -1.9 2.8 -3.1 0.3131
H 1.9587 0.4052 2.1432 0.0 0.5 -0.4 0.2887
H -3.5694 0.3434 -3.1567 0.5 -0.4 -0.3 0.2303
H -1.1215 2.6481 1.3924 3.4 -4.0 0.4 0.2683
O 4.4860 2.9885 -1.4799 -1.9 -4.8 -4.7 -0.5811
O -0.9451 -2.4074 1.7964 1.7 4.2 0.9 -0.5334
H -0.3164 -1.5541 -5.0109 1.9 -1.7 0.0 0.2437
O -3.3115 4.4004 -2.6167 2.6 7.3 4.2 -0.5848
H -1.2502 0.0402 0.4344 0.3 -1.2 0.9 0.2593
H -2.1210 3.1550 0.2694 0.7 -0.8 0.6 0.2873
H 0.8295 -3.1468 0.8299 1.6 1.1 -2.1 0.3826
H -0.2276 0.1342 -0.8195 0.7 -0.7 0.3 0.2420
O 1.4987 -0.7579 -2.0419 0.1 2.3 -1.3 -0.5817
H 2.3619 -3.3331 0.4634 -1.6 1.1 -0.8 0.2563
H 0.9054 -3.1084 -3.5792 1.2 -0.6 0.3 0.3140
H 4.6255 3.5277 -0.8059 1.7 4.0 3.9 0.2762
O 1.6068 1.0313 2.7821 0.5 1.8 0.2 -0.6970
O 1.5464 -2.8263 0.1441 -0.1 -2.0 2.7 -0.5226
O -3.8097 1.2518 -2.9779 -3.5 0.0 -2.1 -0.6618
H -4.4305 1.1613 -1.2421 0.1 0.5 0.1 0.3616
O 1.3674 3.5077 0.7625 5.1 2.0 2.6 -0.5759
O -0.9927 0.4594 -0.3609 -1.0 1.9 -1.3 -0.5091
H 3.3650 0.5601 4.3625 0.1 1.0 -0.4 0.3586
H -1.2495 -1.9449 2.6091 0.5 -0.4 -0.8 0.2954
H 1.8732 1.9817 2.5294 -0.1 -2.7 -0.4 0.2634
H 3.4865 -3.6946 -1.3595 0.5 1.4 -0.5 0.2993
O 1.4198 3.4738 3.9769 8.6 -0.3 0.7 -0.5072
O 4.2229 -2.8079 3.1354 -0.5 3.6 0.4 -0.6411
H -2.6790 4.2187 -1.9231 -0.2 -1.0 -0.5 0.3145
H -3.6514 3.7833 -3.1044 -2.3 -6.3 -3.6 0.2646
O 0.5978 -3.8145 -4.1720 -2.0 2.5 0.2 -0.6238
H 2.4514 -0.7639 -2.1005 0.5 0.3 -0.1 0.2924
H 4.5332 -2.0567 3.7782 -0.6 -2.1 -1.5 0.3429
O -4.4301 1.5103 2.4371 0.4 -2.4 -3.7 -0.5471
H -3.5207 -3.0039 -2.5586 1.3 -0.5 0.5 0.2969
H 5.0005 3.0613 -2.2874 0.3 0.7 0.7 0.3096
H 3.4802 -0.5710 5.2038 0.4 -0.2 0.7 0.3104
H -5.2824 1.1520 2.5755 -1.3 -0.5 0.3 0.2880